Here is a molecular structure, C15H17F3GdIN2O2PS6Sb from the OMol25 dataset. Energies are from wB97M-V/def2-TZVPD.

The geometry in ORCA input format:
```
! RIJCOSX wB97M-V def2-TZVPD def2/J DEFGRID3
* xyz -2 8
Gd -0.7436 -0.0680 -0.5929
S -2.8249 -4.1962 -2.3190
Sb -3.3337 -2.6305 -0.7189
S -1.2724 -2.3762 0.5751
S -3.1161 -0.4540 -2.0446
F -3.1372 5.0294 3.1873
C -3.3539 4.4332 1.9748
F -4.6710 4.6756 1.7068
F -2.6528 5.1316 1.0907
C -3.0726 2.9627 2.0479
C -3.5610 2.3349 3.1819
C -3.3889 0.9756 3.3711
C -2.7165 0.2841 2.3756
N -2.2601 0.8644 1.2778
C -2.4018 2.1997 1.0538
S -1.7349 2.7580 -0.4213
H -4.0759 2.9285 3.9285
H -3.7560 0.4678 4.2515
H -2.5286 -0.7830 2.4351
C 5.9858 0.2859 1.2423
C 4.4888 0.4510 1.3972
O 3.8566 -0.1848 0.2892
P 2.3414 -0.7582 0.4728
S 1.8304 -1.4912 -1.2641
S 1.2254 0.6339 1.3499
O 2.5528 -1.8923 1.6079
C 3.1219 -3.1606 1.2524
C 2.0500 -4.2272 1.2385
H 6.5109 0.7902 2.0570
H 6.3191 0.7122 0.2952
H 6.2549 -0.7714 1.2538
H 4.2053 1.5065 1.4033
H 4.1440 0.0105 2.3365
H 3.8875 -3.3677 2.0057
H 3.6088 -3.0923 0.2769
H 1.5997 -4.3365 2.2261
H 2.4817 -5.1859 0.9381
H 1.2621 -3.9584 0.5348
I 1.2530 2.1742 -2.6747
C -0.2750 1.0041 -3.5930
C -0.8292 1.4432 -4.7586
C -1.7749 0.5370 -5.3527
C -2.1659 -0.5823 -4.7191
C -1.6950 -0.8649 -3.3438
N -0.5331 -0.1165 -2.9405
H -0.5280 2.3657 -5.2272
H -2.1536 0.7541 -6.3471
H -2.8630 -1.2841 -5.1587
H -1.5606 -1.9315 -3.1596
*
```

E_LUMO (spin up / spin down) in eV: 4.0 / 2.3
<S²>: 16.11

=====

Here is 2 unconnected molecules or ions with the total composition C15H17FN3O5PS from the OMol25 dataset. Energies are from wB97M-V/def2-TZVPD.

The geometry in ORCA input format:
```
! RIJCOSX wB97M-V def2-TZVPD def2/J DEFGRID3
* xyz 0 1
N 2.4837 0.3525 0.4262
C 2.5219 -0.4203 -0.8440
N 3.9470 -0.5412 -1.3334
N 2.1266 -1.8318 -0.4919
C 1.5889 0.2046 -2.0211
C 0.2705 0.9401 -1.4250
C 0.3434 2.4553 -0.9908
P 1.9050 3.5245 -1.1638
S 1.4796 5.4085 -1.5777
C -0.8949 3.1953 -0.3670
C -2.2312 2.4110 -0.1732
C -2.2872 0.9407 -0.6468
C -1.0660 0.1690 -1.2781
C -1.3397 -1.3322 -1.7005
O -0.4798 -2.2272 -1.8721
C -2.8726 -1.7534 -1.9907
C -3.9753 -1.0554 -1.4210
C -3.6587 0.1524 -0.4443
O -4.4128 0.5021 0.5104
H 2.8091 1.3215 0.3207
H 1.5785 0.2900 0.9060
H 4.1870 0.2567 -1.9427
H 3.9131 -1.4070 -1.9115
H 1.2054 -1.7333 -0.0175
H 2.7482 -2.1555 0.2794
H 2.1456 1.0359 -2.6009
H 1.2363 -0.5649 -2.7846
H 2.5384 3.5664 0.1414
H 2.8193 2.9922 -2.1528
H -0.8340 4.2926 -0.0497
H -3.1601 2.8880 0.3079
H -3.0877 -2.6191 -2.7151
H -5.0657 -1.3002 -1.6236
C -1.2820 -1.0930 3.5166
C -0.6307 -1.7204 2.3254
O 0.4460 -2.4407 2.8864
C 0.0395 -2.7809 4.1433
O 0.5672 -3.6142 4.8168
O -1.0488 -2.0575 4.5329
F -0.1286 -0.7751 1.4895
H -0.8162 -0.1452 3.8013
H -2.3505 -0.9282 3.3690
H -1.2778 -2.4028 1.7664
*
```

E_LUMO in eV: -2.0

=====

Here is a molecular structure, C15H17FeNO5S2 from the OMol25 dataset. Energies are from wB97M-V/def2-TZVPD.

The geometry in ORCA input format:
```
! RIJCOSX wB97M-V def2-TZVPD def2/J DEFGRID3
* xyz 0 5
C 3.1924 3.6345 0.7810
O 3.3079 2.2623 1.1833
C 2.8796 1.2174 0.3903
C 1.5140 0.7756 0.4523
C 1.0429 0.2165 -0.8405
C 1.9263 -0.8951 -1.1813
C 3.2926 -0.7775 -0.9192
C 3.7954 0.3529 -0.2401
Fe 2.4848 -0.8737 1.0512
C 0.9652 -1.6490 1.4870
O 0.0023 -2.2259 1.8101
C 2.7442 -0.3088 2.6810
O 2.9425 -0.0993 3.8069
C 3.4279 -2.3182 1.4509
O 3.9241 -3.2720 1.8782
H 3.4534 4.1962 1.6780
H 3.9115 3.8463 -0.0182
H 2.1701 3.8686 0.4548
H 0.7857 1.2784 1.0919
H -0.0049 -0.1238 -0.7637
H 1.1095 0.9844 -1.6398
H 1.4995 -1.7198 -1.7578
H 3.9924 -1.5114 -1.3184
H 4.8788 0.5156 -0.1099
C -4.2929 -1.7326 0.2442
C -3.0989 -1.6234 -0.6887
N -3.1287 -0.3582 -1.4393
C -2.0235 -0.2631 -2.3080
S -1.3970 -1.6018 -3.1082
S -1.1552 1.1675 -2.5032
C -3.5069 0.8715 -0.7292
C -4.6966 0.5891 0.1783
O -4.4337 -0.5402 1.0275
H -5.1897 -1.9367 -0.3733
H -4.1111 -2.5339 0.9742
H -2.1681 -1.7238 -0.0882
H -3.1226 -2.4371 -1.4346
H -2.6735 1.2719 -0.1246
H -3.7848 1.6434 -1.4636
H -4.8642 1.4154 0.8817
H -5.5905 0.4181 -0.4531
*
```

E_LUMO (spin up / spin down) in eV: 0.0 / -2.7
<S²>: 6.14

=====

Here is a molecular structure, C15H17InN3O10V from the OMol25 dataset. Energies are from wB97M-V/def2-TZVPD.

The geometry in ORCA input format:
```
! RIJCOSX wB97M-V def2-TZVPD def2/J DEFGRID3
* xyz 2 1
O -0.2443 3.2998 -4.5929
V 0.8125 2.1012 -4.5978
O 0.3238 0.8518 -5.4230
In 2.0959 5.1745 2.4233
O 1.1382 4.1061 -0.1637
C 0.1958 3.1614 -0.6542
C 0.7432 1.8750 -1.3641
O 1.6164 1.8879 -2.4770
H -0.4671 3.6370 -1.3770
H -0.4158 2.7495 0.1486
H -0.0925 1.2333 -1.6431
H 1.1341 1.1697 -0.6307
C 1.1028 0.0586 2.4589
N 0.7070 1.1744 3.2996
O 0.2529 0.8414 4.3985
O 0.6015 2.2680 2.7759
H 0.9781 -0.8271 3.0818
H 2.1120 0.2490 2.0939
H 0.4010 0.1015 1.6260
C 1.4880 -2.3583 0.1500
C 1.3902 -3.6831 0.5134
C 2.6457 -4.2426 0.9825
C 3.7936 -3.4350 1.1186
C 3.7855 -2.1714 0.5769
C 2.6822 -1.6549 0.0169
N 5.0868 -3.9983 1.6603
O 5.1790 -5.0565 2.2796
O 6.0477 -3.1917 1.6387
H 0.5715 -1.8387 -0.0877
H 0.4954 -4.2859 0.5627
H 2.6061 -5.2596 1.3440
H 4.6187 -1.4850 0.5470
H 2.8581 -0.6344 -0.2896
C -4.9077 1.6682 0.5508
C -5.3184 0.2920 0.4441
C -4.6424 -0.4798 -0.5317
C -3.6378 0.0880 -1.4449
C -3.2565 1.4515 -1.2356
C -3.8883 2.2236 -0.2427
N -2.9178 -0.7118 -2.4395
O -3.1516 -1.8877 -2.4233
O -2.2608 -0.1055 -3.3350
H -5.3034 2.0993 1.4585
H -5.9251 -0.1400 1.2262
H -5.0295 -1.4783 -0.6716
H -2.4644 1.9517 -1.7730
H -3.5402 3.2112 0.0216
*
```

E_LUMO in eV: -12.3

=====

Here is a molecular structure, C15H17N2O12PReS from the OMol25 dataset. Energies are from wB97M-V/def2-TZVPD.

The geometry in ORCA input format:
```
! RIJCOSX wB97M-V def2-TZVPD def2/J DEFGRID3
* xyz 0 2
Re -0.0613 0.1617 -0.1271
O 3.4259 1.4603 0.9818
C 2.1992 0.9371 0.8242
O 1.2160 1.7266 0.3529
C 1.8248 0.2042 2.1095
O 0.4307 -0.2165 1.9768
C 0.1725 -1.5956 2.2941
C 0.3154 -2.4737 1.0623
O 0.5008 -3.6526 1.1737
O 0.1541 -1.8350 -0.0926
H 3.7645 1.7735 0.1282
H 1.9058 0.8959 2.9436
H 2.4620 -0.6664 2.2526
H -0.8588 -1.6452 2.6416
H 0.8383 -1.9403 3.0808
O 2.5497 -0.5771 -6.5346
C 1.3257 -0.4699 -6.3599
O 0.3483 -0.5338 -7.1216
C 0.9364 -0.2478 -4.8716
C -0.3892 -0.1596 -4.4823
C -0.7128 0.0028 -3.1511
N 0.2315 0.0784 -2.1983
C 1.5388 0.0203 -2.5798
C 1.9188 -0.1331 -3.8873
C 2.5701 0.1772 -1.5280
O 3.6731 0.5897 -1.6786
O 2.1151 -0.1989 -0.2415
H -1.1524 -0.2223 -5.2468
H -1.7351 0.0945 -2.8197
H 2.9600 -0.1768 -4.1785
S -2.9945 3.8763 -0.1583
C -1.9619 2.6848 -0.1714
N -1.2041 1.7711 -0.1700
C -2.3661 -3.4126 -0.5137
O -2.6163 -2.0777 -0.9950
P -2.3425 -0.7038 -0.2802
O -3.2856 0.2487 -1.1069
C -4.6691 -0.0832 -1.3610
O -3.0437 -0.9450 1.1361
C -3.0935 0.1184 2.1067
H -3.1244 -4.0441 -0.9667
H -2.4626 -3.4519 0.5700
H -1.3763 -3.7318 -0.8173
H -5.1288 0.8232 -1.7402
H -5.1587 -0.3933 -0.4391
H -4.7252 -0.8792 -2.0989
H -3.3824 -0.3355 3.0500
H -3.8336 0.8596 1.8079
H -2.1227 0.6046 2.2092
*
```

E_LUMO (spin up / spin down) in eV: -1.5 / -2.3
<S²>: 0.76